(1)
ORCA calculation (wB97M-V/def2-TZVPD) on a structure of composition C2H3N3O4.

Orbital gap in eV: 9.4
Lowest unoccupied orbital energy in hartree: -0.02640
HOMO level in eV: -10.093

Structure (ORCA input):
```
! wB97M-V def2-TZVPD RIJCOSX def2/J DEFGRID3
* xyz 0 1
N -0.411 0.196 -1.163
H -0.867 -1.745 -1.277
H -1.954 1.345 -1.713
N -1.362 -0.842 -0.925
H 1.944 0.383 1.727
C -0.071 -0.542 0.960
O 0.293 -0.620 2.137
O 2.453 0.599 0.834
O -1.220 -0.986 0.557
N 1.716 0.800 -0.206
O -1.150 1.347 -0.753
C 0.629 0.066 -0.179
*
```

(2)
ORCA calculation (wB97M-V/def2-TZVPD) on the molecule C2H3N3O4S.

Orbital gap in eV: 11.5
Lowest unoccupied orbital energy in hartree: -0.00037
SMILES: CS(=O)(=O)N(C#N)[N+](=O)[O-]
HOMO level in eV: -11.501

Structure (ORCA input):
```
! wB97M-V def2-TZVPD RIJCOSX def2/J DEFGRID3
* xyz 0 1
N 0.929 -1.424 -1.366
N 0.240 -0.365 -0.775
H -0.601 1.827 0.605
O 1.294 -0.340 1.512
C -1.067 1.017 1.053
O 1.320 -1.297 -2.460
N 0.664 1.913 -1.536
O -0.839 -1.623 1.284
O 0.990 -2.385 -0.672
S -0.042 -0.478 1.041
H -1.367 1.340 2.048
C 0.444 0.859 -1.205
H -1.965 0.958 0.471
*
```

(3)
ORCA calculation (wB97M-V/def2-TZVPD) on the molecule C2H3N3OS.

Orbital gap in eV: 9.5
Lowest unoccupied orbital energy in hartree: 0.00499
SMILES: Nn1cnc(=O)s1
HOMO level in eV: -9.340

Structure (ORCA input):
```
! wB97M-V def2-TZVPD RIJCOSX def2/J DEFGRID3
* xyz 0 1
H 1.524 1.211 -0.176
N -0.346 0.448 -0.200
H -1.069 1.253 1.349
N -0.913 1.583 0.377
S -1.160 -1.092 -0.236
C 0.563 -1.781 -0.189
C 0.964 0.326 -0.422
N 1.497 -0.873 -0.486
O 0.726 -2.971 -0.038
H -1.785 1.896 0.021
*
```

(4)
ORCA calculation (wB97M-V/def2-TZVPD) on a cluster of 2 separate species, C2H3N3S in total.

Orbital gap (alpha / beta) in eV: 6.7 / 6.7
Lowest unoccupied orbital energy (alpha / beta) in hartree: -0.04713 / -0.04717
HOMO level (alpha / beta) in eV: -7.972 / -7.969

Structure (ORCA input):
```
! wB97M-V def2-TZVPD RIJCOSX def2/J DEFGRID3
* xyz 0 1
C -1.216 -0.570 0.727
H 0.233 -2.192 0.069
H -0.187 1.468 0.841
H 2.022 1.554 -0.479
S -2.203 0.659 -0.362
N -0.326 -1.326 -0.139
C -0.504 0.647 0.296
N 1.711 -0.015 -0.583
N 0.471 -0.225 -0.370
*
```

(5)
ORCA calculation (wB97M-V/def2-TZVPD) on the molecule C2H3N3S.

Orbital gap in eV: 10.4
Lowest unoccupied orbital energy in hartree: 0.01246
SMILES: [H]/N=C(\C#N)NS
HOMO level in eV: -10.041

Structure (ORCA input):
```
! wB97M-V def2-TZVPD RIJCOSX def2/J DEFGRID3
* xyz 0 1
C 0.521 -0.314 -0.030
S -2.066 0.558 -0.248
N -0.835 -0.526 0.038
H 2.212 -0.964 -0.463
N 1.415 2.158 -0.085
C 0.862 1.136 -0.117
H -1.043 -1.594 0.035
H -2.364 0.859 1.035
N 1.300 -1.312 -0.165
*
```

(6)
ORCA calculation (wB97M-V/def2-TZVPD) on a cluster of 2 separate species, C2H3N3S2 in total.

Orbital gap (alpha / beta) in eV: 7.8 / 5.7
Lowest unoccupied orbital energy (alpha / beta) in hartree: -0.01127 / -0.07263
HOMO level (alpha / beta) in eV: -8.091 / -7.654

Structure (ORCA input):
```
! wB97M-V def2-TZVPD RIJCOSX def2/J DEFGRID3
* xyz 0 1
N -0.172 -0.453 0.272
S 3.133 0.691 -0.040
N 2.369 -0.621 -0.506
H 2.714 -1.418 -0.967
C -0.274 0.761 0.661
N -1.507 1.363 0.718
H -3.396 0.675 0.117
H 1.275 -0.531 -0.320
C -2.423 0.576 0.284
S -1.719 -1.043 -0.219
*
```

(7)
ORCA calculation (wB97M-V/def2-TZVPD) on a structure of composition C2H3N4.

Orbital gap (alpha / beta) in eV: 9.1 / 9.1
Lowest unoccupied orbital energy (alpha / beta) in hartree: -0.25424 / -0.25416
HOMO level (alpha / beta) in eV: -16.028 / -16.028

Structure (ORCA input):
```
! wB97M-V def2-TZVPD RIJCOSX def2/J DEFGRID3
* xyz 1 1
H -0.032 1.515 -1.115
H 0.772 -2.013 0.499
N -1.803 0.721 0.382
N -1.777 -0.410 0.102
C 0.534 -1.016 0.182
N -0.579 -0.596 -0.554
H 1.910 0.744 0.634
N -0.057 0.799 -0.387
C 1.032 0.255 0.256
*
```

(8)
ORCA calculation (wB97M-V/def2-TZVPD) on a structure of composition C2H3N4O.

Orbital gap in eV: 8.6
Lowest unoccupied orbital energy in hartree: 0.16256
HOMO level in eV: -4.206

Structure (ORCA input):
```
! wB97M-V def2-TZVPD RIJCOSX def2/J DEFGRID3
* xyz -1 1
C 0.564 -0.161 0.392
O -2.120 -0.839 -0.389
N -1.596 -0.036 0.658
H -1.993 -1.756 -0.163
H -1.758 1.042 0.341
N 2.355 -1.037 -0.019
N 1.283 0.967 0.035
N 1.068 -1.286 0.256
C 2.435 0.287 -0.177
H 3.355 0.749 -0.313
*
```

(9)
ORCA calculation (wB97M-V/def2-TZVPD) on a cluster of 3 separate species, C2H3N4O in total.

Orbital gap in eV: 11.4
Lowest unoccupied orbital energy in hartree: -0.15507
HOMO level in eV: -15.597

Structure (ORCA input):
```
! wB97M-V def2-TZVPD RIJCOSX def2/J DEFGRID3
* xyz 1 1
C -0.294 -2.174 -1.513
N -2.722 -0.072 1.953
N 0.254 -1.364 -0.933
N 1.318 1.481 0.394
C 1.116 2.616 0.346
H 1.269 3.592 0.619
O 1.490 0.278 0.377
N -2.536 -0.581 1.024
H -0.820 -3.172 -1.831
H 0.925 -0.604 -0.436
*
```

(10)
ORCA calculation (wB97M-V/def2-TZVPD) on the ion C2H3N4OS with charge -1.

Orbital gap (alpha / beta) in eV: 6.4 / 6.7
Lowest unoccupied orbital energy (alpha / beta) in hartree: 0.13346 / 0.13419
HOMO level (alpha / beta) in eV: -2.800 / -3.035

Structure (ORCA input):
```
! wB97M-V def2-TZVPD RIJCOSX def2/J DEFGRID3
* xyz -1 1
C 1.799 0.389 0.593
S -1.024 -1.716 -0.009
O 2.475 1.036 1.357
N 0.619 -1.469 -0.267
N 1.583 1.145 -0.891
H -1.180 0.587 0.671
N 1.039 0.677 -1.786
H -2.783 -0.197 0.572
H -1.952 0.344 -0.918
N 1.247 -0.733 0.598
C -1.824 -0.063 0.081
*
```

(11)
ORCA calculation (wB97M-V/def2-TZVPD) on the ion C2H3N4S2 with charge -1.

Orbital gap in eV: 7.0
Lowest unoccupied orbital energy in hartree: 0.13495
SMILES: Nc1nc(=S)[nH]n1[S-]
HOMO level in eV: -3.300

Structure (ORCA input):
```
! wB97M-V def2-TZVPD RIJCOSX def2/J DEFGRID3
* xyz -1 1
H 1.411 -2.051 0.139
C -0.437 0.582 0.256
H -1.495 2.098 -0.125
N 0.722 1.143 0.102
N -1.627 1.129 0.081
N 0.948 -1.069 0.054
S -1.806 -1.764 -0.078
C 1.586 0.101 -0.041
H -2.193 0.574 -0.647
N -0.376 -0.925 0.410
S 3.266 0.184 -0.152
*
```

(12)
ORCA calculation (wB97M-V/def2-TZVPD) on the molecule C2H3N5O.

Orbital gap in eV: 10.1
Lowest unoccupied orbital energy in hartree: 0.00207
SMILES: [H]/N=C(\N)c1nnno1
HOMO level in eV: -10.004

Structure (ORCA input):
```
! wB97M-V def2-TZVPD RIJCOSX def2/J DEFGRID3
* xyz 0 1
N -0.865 -1.198 0.694
N 2.211 1.447 -1.016
N 1.555 -0.452 -0.166
N 2.594 0.324 -0.682
H -2.645 0.511 0.400
C -0.793 0.013 0.129
H -1.758 -1.575 0.976
H 0.017 -1.747 0.694
O 0.874 1.521 -0.714
C 0.564 0.341 -0.237
N -1.754 0.813 -0.077
*
```

(13)
ORCA calculation (wB97M-V/def2-TZVPD) on the molecule C2H3N5O.

Orbital gap in eV: 10.5
Lowest unoccupied orbital energy in hartree: 0.00281
SMILES: O/N=C\c1nnn[nH]1
HOMO level in eV: -10.404

Structure (ORCA input):
```
! wB97M-V def2-TZVPD RIJCOSX def2/J DEFGRID3
* xyz 0 1
C 0.284 0.265 0.121
N 1.431 1.574 1.464
H -2.807 -1.024 -0.928
H 2.131 -0.186 0.896
N 0.405 2.213 0.998
N -1.064 -1.427 -1.154
N -0.239 1.511 0.022
O -2.050 -0.501 -1.218
N 1.347 0.401 0.848
H 0.613 -1.807 -0.492
C -0.050 -1.019 -0.556
*
```

(14)
ORCA calculation (wB97M-V/def2-TZVPD) on the molecule C2H3N5O.

Orbital gap in eV: 9.1
Lowest unoccupied orbital energy in hartree: -0.01927
SMILES: [H]/N=C\n1onn/c1=N\[H]
HOMO level in eV: -9.655

Structure (ORCA input):
```
! wB97M-V def2-TZVPD RIJCOSX def2/J DEFGRID3
* xyz 0 1
N 1.667 -0.612 -0.011
C -1.574 0.778 -0.183
H -1.535 1.942 -0.625
O -0.298 -1.222 -0.019
N -0.342 0.103 -0.121
N 0.881 -1.576 -0.022
H -2.449 -0.820 0.730
H 2.606 1.722 0.243
N -2.721 0.201 0.157
N 1.523 1.728 0.141
C 1.024 0.559 -0.018
*
```

(15)
ORCA calculation (wB97M-V/def2-TZVPD) on the molecule C2H3N5O.

Orbital gap in eV: 10.8
Lowest unoccupied orbital energy in hartree: -0.00743
SMILES: NC(=O)c1nnn[nH]1
HOMO level in eV: -11.011

Structure (ORCA input):
```
! wB97M-V def2-TZVPD RIJCOSX def2/J DEFGRID3
* xyz 0 1
N -2.192 0.284 1.451
O 0.332 0.141 -2.557
N -1.378 -0.712 1.837
H 0.266 -1.389 0.893
C 0.376 0.311 -1.266
N -0.472 -0.821 0.726
C -0.775 0.261 -0.189
N 1.473 0.514 -0.549
H 1.878 0.342 0.546
N -1.829 0.906 0.278
H 2.322 0.163 -1.171
*
```

(16)
ORCA calculation (wB97M-V/def2-TZVPD) on the ion C2H3N6O3 with charge -1.

Orbital gap in eV: 8.0
Lowest unoccupied orbital energy in hartree: 0.14805
HOMO level in eV: -3.939

Structure (ORCA input):
```
! wB97M-V def2-TZVPD RIJCOSX def2/J DEFGRID3
* xyz -1 1
H -1.457 0.927 2.176
N -0.046 0.067 -0.470
N -1.396 0.445 1.341
N -0.297 -1.336 -0.483
C 0.859 -2.014 -0.420
O 1.114 -0.104 -2.349
N 1.766 -2.710 -0.536
N 0.470 1.668 1.230
H -1.741 -0.633 1.093
H 1.219 2.212 0.668
C -0.301 0.868 0.725
O -1.355 -1.755 0.147
O 0.555 1.781 -1.630
N 0.610 0.587 -1.492
*
```

(17)
ORCA calculation (wB97M-V/def2-TZVPD) on a cluster of 2 separate species, C2H3NO in total.

Orbital gap (alpha / beta) in eV: 9.5 / 9.4
Lowest unoccupied orbital energy (alpha / beta) in hartree: -0.01450 / -0.01677
HOMO level (alpha / beta) in eV: -9.856 / -9.833

Structure (ORCA input):
```
! wB97M-V def2-TZVPD RIJCOSX def2/J DEFGRID3
* xyz 0 1
H -0.560 -1.523 0.386
H -0.443 -1.543 -1.515
N -1.586 -0.042 -0.655
H 0.595 -0.345 -0.564
C 1.397 1.905 1.021
C -0.387 -0.892 -0.580
O 0.983 2.440 1.906
*
```

(18)
ORCA calculation (wB97M-V/def2-TZVPD) on the molecule C2H3NO.

Orbital gap in eV: 9.9
Lowest unoccupied orbital energy in hartree: 0.01268
SMILES: O=C1CN1
HOMO level in eV: -9.512

Structure (ORCA input):
```
! wB97M-V def2-TZVPD RIJCOSX def2/J DEFGRID3
* xyz 0 1
O 3.012 -0.105 0.130
C 1.539 0.078 -0.041
H -0.095 -1.048 -0.694
N 0.579 0.940 0.097
C 0.207 -0.537 0.161
H 0.395 1.824 0.608
H -0.090 -0.918 1.120
*
```

(19)
ORCA calculation (wB97M-V/def2-TZVPD) on the molecule C2H3NO.

Orbital gap in eV: 11.5
Lowest unoccupied orbital energy in hartree: 0.00302
SMILES: COC#N
HOMO level in eV: -11.458

Structure (ORCA input):
```
! wB97M-V def2-TZVPD RIJCOSX def2/J DEFGRID3
* xyz 0 1
H -1.534 0.625 -0.612
N 2.559 -0.506 -0.043
O 0.218 0.836 0.308
C 1.580 0.076 0.067
H -1.477 -0.457 0.827
H -0.478 -0.673 -0.588
C -0.867 0.098 0.041
*
```

(20)
ORCA calculation (wB97M-V/def2-TZVPD) on a cluster of 2 separate species, C2H3NO2 in total.

Orbital gap (alpha / beta) in eV: 8.7 / 8.7
Lowest unoccupied orbital energy (alpha / beta) in hartree: -0.00605 / -0.01138
HOMO level (alpha / beta) in eV: -8.864 / -8.967

Structure (ORCA input):
```
! wB97M-V def2-TZVPD RIJCOSX def2/J DEFGRID3
* xyz 0 1
N 0.668 1.193 -0.470
C -0.073 2.998 0.378
H -0.970 -0.014 -0.236
O -0.981 3.495 -0.134
C 0.142 0.020 -0.107
O 0.688 2.569 1.094
H 0.544 -0.355 0.848
H 0.829 -0.360 -1.039
*
```

Computed max |F|, in the same sequence as the records: 0.1206, 0.0642, 0.0741, 0.0945, 0.0681, 0.1169, 0.0660, 0.1342, 0.0644, 0.0618, 0.1070, 0.0429, 0.0724, 0.1137, 0.1490, 0.1235, 0.0390, 0.1900, 0.1525, 0.0921 hartree/bohr.